one.
The following is a DFT calculation (ωB97M-V/def2-TZVPD) of a 10-piece molecular cluster, C37H63N3O21 overall.

Highest occupied orbital energy, eV: -9.885
LUMO, Eh: 0.0125
Orbital gap, hartree: 0.3758

Atoms and positions in Å:
O (22.4350, 4.5118, 1.2958)
H (17.8775, 6.4322, 4.2709)
H (19.0056, 12.0639, -1.1124)
H (17.8421, 7.6814, 10.0127)
H (21.3730, 4.2631, 2.9818)
C (17.5324, 5.2107, -0.7454)
H (18.2490, 8.1398, 8.4122)
C (22.1210, 3.7161, 2.4399)
H (16.7902, 12.4745, 4.0640)
H (17.2870, 9.3186, 1.9689)
C (18.0659, 9.7866, 2.5787)
C (11.6419, 8.7102, 1.3242)
H (17.4943, 8.9389, -0.5822)
H (20.3955, 6.4237, -1.2452)
C (19.1350, 8.7075, 2.6545)
O (20.6026, 11.2438, 0.9170)
C (13.1822, 4.8890, 5.2321)
C (17.9920, 13.7569, 5.2016)
C (14.1280, 10.0262, 3.3789)
H (18.1298, 5.2428, -1.6373)
C (17.0442, 14.1689, 2.7777)
H (17.5357, 9.9788, 3.5380)
H (13.9800, 4.7672, 4.4767)
C (19.7035, 8.3290, 3.9893)
H (19.2612, 8.5073, 9.4499)
H (16.0282, 14.3748, 3.1366)
H (18.8845, 11.2241, 8.9044)
H (17.3304, 11.2881, -1.4599)
C (17.3377, 9.8562, 9.5027)
H (18.9844, 8.2333, 4.7279)
H (16.1070, 6.6739, -1.2740)
O (20.3344, 5.5091, 1.2034)
H (19.3518, 3.5945, 4.6236)
H (17.5924, 12.8757, -1.9139)
H (18.4640, 12.7601, 3.4340)
H (14.2408, 8.6982, 0.8234)
H (16.4478, 14.0114, 0.6767)
O (17.1223, 5.8099, 2.4990)
C (17.1366, 13.5585, 1.4011)
H (20.0465, 4.8804, 9.8795)
O (20.1562, 9.2585, 1.8384)
O (15.5842, 5.9992, 6.4026)
O (18.5655, 11.6413, -3.0832)
C (21.3291, 6.8497, -1.1017)
H (18.7913, 7.7109, 0.0267)
C (16.1071, 4.9741, 2.4501)
H (20.5555, 3.2115, 9.7904)
C (21.6124, 5.4264, 0.7269)
H (16.5616, 6.8261, 0.4824)
O (14.5327, 10.9359, 4.1165)
H (21.8319, 7.0346, -2.0628)
H (18.1980, 2.5703, 5.1855)
H (16.8177, 12.4959, 1.4313)
C (17.7914, 11.0534, 8.7275)
H (14.5365, 7.4631, 2.0823)
H (21.8118, 2.7128, 2.1919)
N (15.8647, 3.2666, -1.1414)
H (16.2696, 9.6081, 9.3430)
H (18.8823, 3.6815, 9.9991)
C (19.9035, 9.1696, -5.2277)
C (14.3770, 6.7556, 6.1320)
N (18.2512, 14.2138, 6.2203)
C (19.4143, 4.0532, 8.0325)
C (19.7717, 10.4534, 1.3802)
H (18.3896, 5.9138, 8.5762)
C (15.5167, 8.7907, 6.2617)
H (17.4963, 4.7069, 7.3948)
H (21.0338, 7.8827, -0.7746)
H (15.2657, 9.7948, 6.3915)
C (19.8151, 3.8900, 9.4946)
C (18.4380, 5.1418, 7.7341)
H (12.4288, 7.6988, 3.1259)
H (17.2783, 11.9819, 9.0617)
H (20.3421, 7.3660, 4.0461)
H (17.1125, 4.4356, 5.1573)
C (18.2061, 8.4678, 9.3501)
N (17.8462, 10.6528, 6.1804)
H (11.7260, 7.9749, 0.5322)
O (19.2490, 10.3079, -4.6845)
H (17.2984, 10.2180, 10.5401)
O (14.3203, 8.0538, 6.2660)
H (18.4649, 7.7387, -1.5099)
H (18.9581, 5.2428, 3.2325)
H (20.0193, 9.3616, -6.2724)
C (14.1436, 8.4381, 1.8473)
H (16.1122, 8.5913, 7.1527)
O (20.9954, 5.7045, 5.6590)
H (11.7539, 9.5757, 0.7905)
C (19.2419, 10.5858, -3.3706)
H (18.4785, 2.4319, 3.4786)
O (20.5065, 4.2923, 7.3162)
C (16.9093, 6.6145, -0.4930)
H (18.1415, 13.6665, 1.0644)
C (12.7021, 8.5844, 2.4979)
O (18.5731, 10.7649, 1.7071)
H (16.2065, 8.7126, 5.3604)
H (10.6212, 8.8403, 1.6144)
C (17.9126, 5.5625, 3.5560)
C (17.9181, 7.8573, -0.6490)
C (18.1356, 11.9724, -1.7543)
C (17.5535, 13.2122, 3.7954)
H (17.6239, 15.0039, 2.8164)
O (12.8382, 9.7193, 3.2569)
C (17.3969, 4.2786, 4.1144)
C (20.2627, 5.2603, 6.4957)
O (19.9224, 9.7841, -2.3572)
O (13.1516, 6.2590, 5.7504)
H (13.5024, 4.1505, 6.0242)
H (22.9890, 3.6846, 3.0523)
O (14.9004, 9.2463, 2.6145)
H (20.2510, 9.2407, 4.3208)
O (15.0744, 5.2085, 1.8450)
O (22.0868, 6.1767, -0.1969)
H (12.1977, 4.6659, 4.7913)
H (20.9035, 9.0789, -4.9229)
O (18.9987, 5.7236, 6.6027)
C (18.3770, 3.1395, 4.3321)
O (16.3578, 3.9746, 3.2813)
H (19.5311, 8.2123, -5.0493)
C (17.7204, 10.8452, 7.3240)
H (19.0280, 3.1090, 7.6048)
H (18.7536, 7.7466, 2.1708)
C (16.6159, 4.1228, -1.0023)
H (17.9543, 4.8439, 0.1014)

***

two.
The following is a DFT calculation (ωB97M-V/def2-TZVPD) of a 10-piece molecular cluster, C37H63N3O21 overall.

Highest occupied orbital energy, eV: -9.739
LUMO, Eh: -0.0137
Orbital gap, hartree: 0.3442

Atoms and positions in Å:
H (-0.3075, -0.0223, 4.9183)
H (5.8532, 1.9506, 2.4321)
H (-7.8430, -2.9750, -2.1222)
O (-2.7043, -0.8796, 5.2875)
C (1.8805, -1.4805, 0.8331)
H (-6.3219, -1.4556, -0.3767)
H (4.6975, -0.0157, 1.9939)
H (-6.5244, -4.0739, -1.4180)
H (-5.2518, -0.7248, 4.3078)
H (2.6619, 3.8825, 0.3140)
O (-2.1592, -1.1719, -3.9492)
O (-4.3926, -1.0845, -0.5875)
O (-2.6222, -2.3303, -0.6734)
H (1.2747, 1.7256, -1.2169)
C (2.2565, -0.0563, -6.0874)
C (-4.9957, -2.9845, 1.6805)
C (2.1416, 1.1655, 3.7285)
H (-1.6521, 2.9817, 3.0171)
O (4.0952, 0.4084, -0.3365)
H (4.2374, -1.2139, -1.5770)
H (-0.0949, -1.3533, -4.2179)
O (1.2473, 1.1546, 2.7805)
C (3.2565, -0.2581, -7.1817)
C (6.9004, -0.5847, 1.8958)
H (-7.5804, -1.3571, 4.0723)
O (-0.7576, -0.8907, 6.6977)
C (2.6760, -0.7742, -4.7760)
H (-5.4147, -2.5019, 4.2815)
H (2.9240, -1.8231, 0.9578)
H (4.1294, -0.8411, -6.9578)
C (5.6143, -0.1467, 2.6323)
H (-7.3587, -0.9347, 2.3886)
C (-7.0270, -1.5587, 3.2472)
H (1.2769, -1.7471, 2.8721)
C (2.2323, 4.0308, -2.8514)
C (-4.1103, 1.7862, -4.3248)
O (2.6940, 3.2025, -6.1730)
H (1.7423, 4.9484, -2.6405)
H (-1.0391, -1.6886, 2.7369)
C (-5.6578, -1.1068, -1.1818)
O (3.6346, 2.2159, 0.9124)
C (6.9850, 1.3466, 4.1622)
C (5.8650, 1.1779, 3.2327)
H (-4.3602, 1.4781, -5.4065)
C (0.0402, -0.8272, 5.6080)
H (-4.7116, -0.9485, 1.7068)
H (-4.5001, -1.0977, 8.6253)
C (-5.5227, -1.5875, 3.6660)
C (-3.7448, -2.0127, -1.1136)
H (-3.6719, -1.6318, 2.6709)
H (-1.2061, 1.6646, 3.9098)
C (-1.0477, -1.7603, -4.5940)
H (-1.5631, 1.3764, 2.1662)
O (-1.7937, 0.7934, -5.3684)
H (-4.3493, -2.5337, 7.5921)
O (-2.6847, -1.0963, 7.7288)
H (-1.1217, -2.2525, 1.1783)
C (0.4145, 2.3195, 2.7213)
H (5.4429, -0.8643, 3.4446)
H (4.3632, 4.2359, 0.9925)
C (4.6880, -0.2893, -1.3868)
H (0.8323, -3.1809, 1.9332)
C (1.4033, -1.6729, -0.6178)
C (-2.4918, 0.0570, -4.3629)
O (2.8997, 4.0331, -4.0550)
H (3.7513, -0.4823, -4.5922)
N (1.0488, -1.7370, -1.7952)
C (0.9093, -2.0234, 1.9272)
O (0.3794, -1.3741, -8.4295)
H (1.8482, -0.3584, 0.8660)
H (0.2754, 3.3431, -2.9443)
H (3.6550, 0.6455, -7.7363)
H (2.5212, 1.2742, -2.5721)
C (1.2907, -1.0631, -7.7312)
H (0.8469, 0.8851, -2.5845)
C (1.2490, 2.9300, -3.1091)
H (0.7084, 2.7454, 1.8001)
C (4.1557, 1.7258, -0.1721)
C (1.0336, 3.1666, 3.8922)
H (-5.8853, -0.1351, -1.5408)
H (0.2776, 3.4987, 4.6210)
H (6.7178, -1.5438, 1.5425)
H (-4.9573, 1.9172, -3.6252)
H (2.9080, 3.9619, -1.9244)
H (1.4077, 4.0869, 3.5133)
C (-4.6971, -1.7383, 2.3642)
H (3.1148, 3.6344, 1.9466)
H (-4.5721, -0.9338, 6.8693)
H (-3.4402, 2.5594, -4.2711)
O (2.8228, 0.2383, 4.1158)
H (2.0215, 0.9937, -6.0671)
N (-5.2049, -3.9983, 1.1791)
C (-5.7095, -2.1291, -2.2421)
C (-2.0402, -0.8569, 6.5223)
N (7.8677, 1.5200, 4.8630)
O (4.9764, 2.4933, -1.0097)
H (-1.1258, -1.3198, -5.6195)
H (-5.9086, -1.6372, -3.2116)
O (-3.6465, 0.4754, -3.9122)
H (5.7655, -0.4434, -1.1813)
O (1.1086, -0.6954, -6.5509)
H (2.6352, -1.8786, -4.7754)
C (-6.7822, -3.3495, -2.1875)
O (-4.3587, -2.5822, -2.2045)
C (-1.0807, 2.0921, 2.8885)
C (3.4651, 3.5878, 0.9705)
H (4.9484, 1.4657, 3.6979)
C (-4.1026, -1.4420, 7.6864)
C (1.5042, 1.6740, -2.3253)
H (7.0079, 0.0792, 1.0410)
O (2.0162, 2.3162, 4.3816)
H (4.6390, 0.3025, -2.2598)
H (7.8818, -0.5427, 2.2908)
C (2.3330, 3.2226, -4.9597)
O (2.5211, -1.0706, -8.0792)
H (0.0431, -1.6871, 4.9472)
O (1.4101, 2.4483, -4.4342)
H (-0.9060, -0.5598, 1.4069)
C (-0.5635, -1.5181, 1.7869)
H (-1.0270, -2.8833, -4.6557)
H (-7.3147, -2.5231, 2.9150)
H (2.1304, -0.3907, -3.9219)
H (-6.6999, -3.9533, -3.1283)
H (1.0496, -0.5768, 5.9471)

***

Relative energy of each structure, in kcal/mol: one 0.0; two 5.0.